[1]
ORCA calculation (ωB97M-V/def2-TZVPD) on a structure of composition C4H6O in a non-equilibrium geometry.

Values from the calculation:
Calculated total energy ... -231.1305 Ha
HOMO ... -0.3245 Ha
Total charge ... 0
Relative energy (zero: lowest compared OMol25 entry of this formula, charge and spin) ... 58.5 kcal per mole
2S+1 ... 1

The geometry in XYZ format:
```
11
Properties=species:S:1:pos:R:3:nbo_charge:R:1
C -0.517 0.266 -1.266 -0.356
C 0.752 -0.055 -1.560 0.133
C -0.112 -0.568 0.214 0.119
C -0.171 0.295 1.388 -0.633
O 1.212 -0.605 -0.416 -0.501
H -1.380 0.528 -1.770 0.209
H 1.512 0.012 -2.293 0.192
H -0.694 -1.420 0.317 0.193
H 0.117 -0.295 2.409 0.195
H -1.089 0.708 1.685 0.229
H 0.369 1.135 1.293 0.220
```


[2]
ORCA calculation (ωB97M-V/def2-TZVPD) on an isolated molecule of C4H6O2 in a non-equilibrium geometry.

Values from the calculation:
Calculated total energy ... -306.2715 Ha
HOMO ... -0.2750 Ha
Total charge ... 0
Relative energy (zero: lowest compared OMol25 entry of this formula, charge and spin) ... 147.4 kcal per mole
2S+1 ... 1

The geometry in XYZ format:
```
12
Properties=species:S:1:pos:R:3:nbo_charge:R:1
O -0.838 1.474 -1.039 -0.716
C -0.960 0.369 -0.183 -0.006
C -0.071 -0.835 -0.505 0.045
C 1.306 -0.549 -0.133 -0.086
C -0.230 0.532 1.143 -0.344
O 0.291 -1.031 0.904 -0.360
H -0.122 2.000 -0.648 0.473
H -2.017 0.073 -0.169 0.170
H -0.309 -1.702 -1.115 0.213
H 2.052 -1.320 -0.118 0.207
H 1.686 0.478 -0.191 0.247
H -0.806 0.503 2.063 0.156
```


[3]
ORCA calculation (ωB97M-V/def2-TZVPD) on a structure of composition C4H6O2 in a non-equilibrium geometry.

Values from the calculation:
Calculated total energy ... -306.3619 Ha
HOMO ... -0.3310 Ha
Total charge ... 0
Relative energy (zero: lowest compared OMol25 entry of this formula, charge and spin) ... 90.6 kcal per mole
2S+1 ... 1

The geometry in XYZ format:
```
12
Properties=species:S:1:pos:R:3:nbo_charge:R:1
C 2.552 0.732 0.078 0.273
O 3.258 0.079 0.804 -0.498
C -0.286 -0.834 -0.115 0.125
C -1.305 -0.673 0.725 -0.350
C -1.929 0.235 -0.287 -0.090
O -0.863 -0.200 -1.211 -0.504
H 1.996 1.620 0.435 0.111
H 2.419 0.487 -0.994 0.111
H 0.604 -1.451 -0.136 0.206
H -1.720 -1.360 1.434 0.224
H -1.759 1.309 -0.145 0.197
H -2.967 0.056 -0.587 0.195
```


[4]
ORCA calculation (ωB97M-V/def2-TZVPD) on an isolated molecule of C4H6O2.

Values from the calculation:
Calculated total energy ... -306.4643 Ha
HOMO ... -0.3676 Ha
Total charge ... 0
Relative energy (zero: lowest compared OMol25 entry of this formula, charge and spin) ... 26.3 kcal per mole
2S+1 ... 1

The geometry in XYZ format:
```
12
Properties=species:S:1:pos:R:3:nbo_charge:R:1
C -1.251 -0.380 -0.310 -0.617
C 0.269 -0.155 -0.316 -0.448
C 0.587 1.327 -0.350 0.456
O 1.181 1.908 0.525 -0.510
C 0.967 -0.767 0.891 0.460
O 0.396 -1.343 1.782 -0.510
H -1.587 -0.888 -1.215 0.220
H -1.500 -0.993 0.561 0.253
H -1.804 0.562 -0.226 0.215
H 0.730 -0.596 -1.215 0.241
H 0.202 1.878 -1.234 0.117
H 2.067 -0.659 0.905 0.124
```


> What is the formula in the first record?

C4H6O